Here is C8H9N3 in the gas phase in a non-equilibrium geometry from the Open Molecules 2025 dataset. Energies are from ωB97M-V with the def2-TZVPD basis set.

Computed properties:
E_HOMO (spin up / spin down) ... -4.60 / -8.18 eV
Spin multiplicity ... 3
Relative energy (zero: lowest compared OMol25 entry of this formula, charge and spin) ... 62.4 kcal/mol
Total energy ... -12902.263 eV
⟨S²⟩ ... 2.03
Orbital gap (spin up / spin down) ... 5.30 / 6.49 eV

```
20
Properties=species:S:1:pos:R:3:forces:R:3:lowdin_spin:R:1
C -1.003 1.811 0.760 2.7 -0.3 -1.0 0.357
C 0.303 1.746 0.103 -1.3 -0.5 -1.3 0.059
C -1.751 0.702 0.937 -4.5 -0.2 1.7 0.145
C 1.304 -0.240 1.244 -0.4 -2.2 0.5 0.019
C 0.735 0.715 -0.993 0.9 2.4 1.6 0.047
C -1.061 -1.505 0.104 -0.7 1.7 2.3 0.321
C 1.247 0.664 -2.203 -0.5 -0.3 -2.0 0.000
C -0.934 -2.475 -0.767 2.7 -1.6 -3.6 0.577
N -1.457 -0.554 0.708 0.1 0.3 -1.3 0.275
N 1.275 0.723 0.293 1.2 -2.6 -0.8 0.022
N 1.073 -1.519 1.072 0.5 2.8 0.1 0.046
H -1.233 2.802 1.008 -1.0 0.9 0.7 0.027
H 0.733 2.685 -0.010 0.8 1.7 -0.2 0.001
H -2.837 0.808 1.299 1.6 0.1 -0.6 0.009
H 1.538 0.255 2.169 -0.3 -0.2 1.0 0.001
H 1.952 -0.135 -2.531 -0.4 0.8 0.5 0.003
H 0.881 1.376 -2.994 0.1 -1.1 0.8 0.001
H -0.084 -2.604 -1.517 -1.4 0.8 0.8 0.038
H -1.504 -3.322 -0.647 -1.1 -2.1 0.4 0.051
H 0.823 -1.934 1.964 0.9 -0.2 0.2 0.002
```
Positions in Å, forces in eV/Å.

Here is C4H7Cl in the gas phase in a non-equilibrium geometry from the Open Molecules 2025 dataset. Energies are from ωB97M-V with the def2-TZVPD basis set.

Computed properties:
E_HOMO ... -9.61 eV
Relative energy (zero: lowest compared OMol25 entry of this formula, charge and spin) ... 26.0 kcal/mol
Total energy ... -16782.243 eV
Orbital gap ... 10.73 eV

```
12
Properties=species:S:1:pos:R:3:forces:R:3:nbo_charge:R:1
C -0.665 -0.303 -1.446 0.4 -1.4 1.5 -0.621
C 0.295 0.126 -0.301 0.7 1.6 -1.0 -0.234
C 0.976 -0.457 0.926 -2.6 -1.2 1.6 -0.415
C -0.238 0.485 1.029 2.4 1.1 -1.0 -0.215
Cl -0.180 2.188 1.531 -0.1 -0.5 0.2 -0.052
H -0.836 -1.405 -1.351 0.3 0.7 -0.6 0.212
H -0.111 -0.040 -2.371 -1.2 -0.3 0.2 0.228
H -1.703 0.115 -1.265 1.4 0.1 -0.7 0.223
H 1.031 0.888 -0.682 -1.0 -0.6 0.4 0.217
H 1.970 -0.198 1.244 0.1 0.4 -0.3 0.234
H 0.580 -1.348 1.479 0.9 0.2 -1.2 0.216
H -1.118 -0.051 1.207 -1.4 -0.2 0.9 0.206
```
Positions in Å, forces in eV/Å.

Here is 2 unconnected molecules or ions with the total composition C14H15BrIN4O3 from the Open Molecules 2025 dataset. Energies are from ωB97M-V with the def2-TZVPD basis set.

Computed properties:
E_HOMO ... -12.18 eV
Total energy ... -104996.439 eV
Net charge ... +1
Orbital gap ... 7.26 eV

```
38
Properties=species:S:1:pos:R:3:forces:R:3:nbo_charge:R:1
O 1.432 1.502 3.376 -0.2 -0.2 -0.4 -0.543
C 0.868 1.185 2.354 0.2 0.0 0.2 0.694
C 0.675 2.177 1.223 0.2 0.2 -0.2 -0.515
C 1.682 1.888 0.077 -0.1 -0.2 0.1 -0.444
C 1.100 1.624 -1.284 0.0 -0.1 -0.3 0.053
C 1.652 0.706 -2.159 -0.2 0.3 0.2 -0.165
C 1.031 0.474 -3.398 0.1 -0.1 0.0 0.047
I 1.799 -0.927 -4.710 -0.1 0.1 0.0 0.334
N -0.065 1.102 -3.775 -0.1 0.3 0.2 -0.208
N -0.547 1.991 -2.923 0.3 -0.3 -0.1 -0.149
Br -2.086 2.841 -3.497 -0.2 0.1 -0.1 0.391
C -0.050 2.288 -1.733 0.3 -0.2 0.1 0.062
N 0.460 -0.144 2.122 -0.6 0.5 0.5 -0.659
C -0.846 -0.327 1.525 0.3 0.1 -0.1 0.123
C -0.962 -0.455 0.154 0.0 0.0 0.0 -0.282
C -2.214 -0.571 -0.426 0.0 0.0 -0.2 -0.148
C -3.348 -0.583 0.363 -0.2 0.0 0.0 -0.224
C -3.227 -0.471 1.739 -0.2 0.0 0.0 -0.179
C -1.982 -0.337 2.320 0.1 0.0 0.2 -0.235
H -0.354 2.187 0.868 -0.1 -0.2 0.0 0.226
H 0.874 3.155 1.649 0.0 0.0 0.0 0.259
H 2.386 2.716 -0.009 0.0 0.1 0.0 0.264
H 2.273 1.009 0.333 0.1 0.0 0.0 0.248
H 2.536 0.145 -1.888 0.0 -0.1 0.0 0.271
H -0.569 3.030 -1.146 -0.1 0.0 -0.1 0.260
H 0.481 -0.587 3.036 0.3 -0.2 -0.1 0.404
H -0.068 -0.460 -0.444 0.1 -0.2 -0.1 0.211
H -2.302 -0.673 -1.500 0.0 0.0 -0.1 0.207
H -4.323 -0.679 -0.089 -0.1 0.0 0.0 0.229
H -4.109 -0.472 2.362 -0.1 0.0 0.0 0.232
H -1.886 -0.225 3.391 0.0 0.0 0.1 0.229
C 1.605 -3.292 0.919 0.1 0.1 0.0 -0.485
N 1.116 -3.313 -0.488 -0.1 -0.1 0.0 0.544
O 1.403 -2.371 -1.210 0.1 0.2 0.0 -0.437
O 0.450 -4.257 -0.827 0.0 -0.1 0.0 -0.334
H 2.175 -2.382 1.061 0.0 0.0 0.0 0.231
H 0.729 -3.318 1.560 0.0 -0.1 0.0 0.240
H 2.214 -4.177 1.074 -0.1 -0.1 0.0 0.248
```
Positions in Å, forces in eV/Å.

Here is C24H33N3O5S in the gas phase in a non-equilibrium geometry from the Open Molecules 2025 dataset. Energies are from ωB97M-V with the def2-TZVPD basis set.

Computed properties:
E_HOMO ... -8.03 eV
Relative energy (zero: lowest compared OMol25 entry of this formula, charge and spin) ... 83.2 kcal/mol
Total energy ... -50965.355 eV
Orbital gap ... 7.85 eV

```
66
Properties=species:S:1:pos:R:3:forces:R:3:nbo_charge:R:1
C 4.518 5.308 -4.954 -0.4 -0.2 -0.1 -0.618
C 3.207 4.845 -5.569 0.3 0.2 -0.3 -0.063
O 2.455 4.226 -4.543 -0.1 -0.1 0.2 -0.519
C 1.227 3.725 -4.817 -0.4 -0.2 0.2 0.418
C 0.631 3.765 -6.072 0.2 0.1 -0.1 -0.320
C -0.631 3.230 -6.267 0.0 0.0 0.1 -0.176
C -1.316 2.647 -5.215 -0.1 0.0 -0.1 -0.246
C -0.735 2.601 -3.964 0.3 0.1 0.0 -0.144
C 0.535 3.131 -3.732 -0.1 0.1 -0.7 -0.175
C 1.172 3.099 -2.437 0.1 -0.2 0.9 -0.109
C 0.647 2.598 -1.304 0.1 0.3 -0.9 -0.282
C 1.343 2.605 -0.056 -0.2 -0.3 1.0 0.362
O 2.578 3.122 0.070 -0.9 -0.2 -0.8 -0.271
N 2.997 2.996 1.358 0.4 -0.1 1.3 -0.129
C 2.046 2.409 2.034 0.1 0.1 -0.4 0.202
C 2.135 2.090 3.475 0.2 0.1 0.1 -0.659
C 0.948 2.129 1.180 -0.2 0.0 -0.6 -0.513
S -0.550 1.348 1.676 0.7 0.2 -0.1 2.342
O -1.432 1.279 0.539 0.2 -0.1 0.0 -0.957
O -1.041 1.998 2.857 0.1 -0.2 0.1 -0.941
N 0.053 -0.144 2.134 -0.2 1.1 -0.1 -0.673
C 0.388 -1.009 1.023 0.2 -0.3 -0.7 -0.245
C -0.833 -1.713 0.427 0.1 -0.2 0.1 -0.409
C -1.676 -2.418 1.500 0.0 0.1 -0.2 -0.306
C -0.953 -3.657 2.031 -0.5 0.2 -0.1 0.694
O 0.241 -3.827 1.848 0.4 0.0 -0.1 -0.659
N -1.677 -4.589 2.702 0.1 -0.2 0.2 -0.446
C -3.096 -4.574 2.980 -0.2 0.2 0.2 -0.208
C -3.404 -4.362 4.465 0.0 -0.1 -0.3 -0.616
C -0.972 -5.803 3.094 0.3 -0.1 -0.1 -0.218
C -0.944 -6.827 1.963 0.0 0.2 0.2 -0.616
C -1.993 -1.411 2.615 0.1 -0.1 0.1 -0.417
C -0.702 -0.813 3.170 -0.5 0.0 0.5 -0.238
H 5.130 5.793 -5.709 0.1 0.1 -0.1 0.214
H 5.059 4.457 -4.548 0.1 -0.1 0.0 0.216
H 4.323 6.009 -4.147 0.0 0.1 0.1 0.217
H 3.399 4.131 -6.381 -0.1 0.1 0.1 0.173
H 2.655 5.703 -5.976 0.0 -0.1 0.0 0.173
H 1.143 4.214 -6.908 0.1 0.0 0.0 0.218
H -1.076 3.271 -7.250 0.0 0.0 -0.1 0.214
H -2.300 2.232 -5.371 -0.1 0.0 0.0 0.216
H -1.270 2.148 -3.145 -0.1 -0.1 0.1 0.213
H 2.165 3.526 -2.399 0.0 0.0 0.1 0.231
H -0.338 2.161 -1.246 -0.1 0.0 -0.1 0.244
H 1.219 2.411 3.968 0.0 0.0 0.1 0.247
H 2.998 2.582 3.913 0.0 0.0 0.1 0.236
H 2.223 1.012 3.602 0.0 0.0 0.1 0.237
H 0.869 -0.390 0.263 0.1 -0.2 -0.1 0.213
H 1.100 -1.755 1.384 0.0 0.2 -0.1 0.243
H -0.492 -2.439 -0.312 0.0 0.0 0.0 0.224
H -1.458 -0.967 -0.066 0.0 -0.1 0.0 0.230
H -2.608 -2.740 1.024 0.1 0.0 0.1 0.221
H -3.582 -3.792 2.400 0.0 -0.1 0.0 0.209
H -3.519 -5.535 2.663 0.0 0.1 -0.1 0.196
H -4.478 -4.261 4.602 -0.1 0.0 0.1 0.216
H -3.062 -5.202 5.064 0.0 -0.1 0.1 0.207
H -2.919 -3.464 4.837 0.0 0.1 0.0 0.208
H 0.051 -5.524 3.352 -0.2 -0.1 0.1 0.233
H -1.460 -6.222 3.975 0.0 0.1 0.0 0.190
H -1.953 -7.100 1.659 -0.1 -0.1 0.0 0.197
H -0.425 -7.724 2.288 0.0 -0.1 0.0 0.213
H -0.420 -6.410 1.107 0.1 0.0 -0.1 0.222
H -2.561 -1.874 3.421 -0.1 0.0 0.0 0.211
H -2.589 -0.597 2.195 -0.1 -0.1 0.1 0.224
H -0.923 -0.064 3.932 0.0 -0.2 0.1 0.239
H -0.065 -1.594 3.597 0.0 0.1 0.0 0.210
```
Positions in Å, forces in eV/Å.